(1)
{
  "formula": "C59H97BrCrN3O4SSi3",
  "method": "ωB97M-V with the def2-TZVPD basis set",
  "symbols": ["Cr", "C", "C", "C", "C", "C", "C", "C", "N", "C", "C", "C", "C", "C", "C", "O", "C", "C", "C", "C", "C", "C", "C", "C", "C", "O", "C", "C", "C", "C", "C", "C", "H", "H", "H", "H", "H", "H", "H", "H", "H", "H", "H", "H", "H", "H", "H", "H", "H", "H", "H", "H", "H", "H", "H", "H", "H", "H", "H", "H", "H", "H", "H", "H", "H", "H", "H", "H", "H", "H", "H", "H", "C", "C", "C", "C", "C", "C", "C", "S", "O", "O", "N", "C", "C", "C", "C", "C", "N", "H", "H", "H", "H", "H", "H", "H", "H", "H", "H", "H", "C", "C", "C", "C", "Si", "Br", "C", "C", "C", "C", "C", "C", "C", "C", "H", "H", "H", "H", "H", "H", "H", "H", "H", "H", "H", "H", "H", "H", "H", "H", "H", "H", "H", "H", "H", "H", "H", "H", "H", "H", "H", "C", "Si", "C", "C", "C", "Si", "C", "C", "C", "H", "H", "H", "H", "H", "H", "H", "H", "H", "H", "H", "H", "H", "H", "H", "H", "H", "H", "H"],
  "coordinates": [[-1.528, -1.038, -0.046], [-4.540, 5.530, 1.539], [-4.081, 4.539, 2.620], [-2.804, 5.080, 3.265], [-5.161, 4.441, 3.708], [-3.857, 3.178, 1.965], [-2.607, 2.668, 1.755], [-2.463, 1.434, 1.071], [-1.327, 0.806, 0.792], [-0.092, 1.144, 1.356], [0.547, 2.362, 1.232], [1.746, 2.596, 1.888], [2.212, 1.578, 2.727], [1.579, 0.347, 2.908], [0.396, 0.066, 2.154], [-0.292, -1.031, 2.180], [2.059, -0.638, 3.979], [3.324, -0.160, 4.692], [2.351, -2.018, 3.383], [0.945, -0.785, 5.031], [2.461, 3.936, 1.702], [3.800, 3.982, 2.438], [1.577, 5.073, 2.236], [2.729, 4.175, 0.208], [-3.625, 0.656, 0.717], [-3.409, -0.559, 0.315], [-4.917, 1.214, 0.881], [-4.985, 2.447, 1.491], [-6.164, 0.439, 0.451], [-6.030, -0.081, -0.989], [-6.356, -0.753, 1.401], [-7.419, 1.316, 0.511], [-4.730, 6.516, 1.975], [-5.457, 5.185, 1.054], [-3.774, 5.631, 0.766], [-3.024, 6.021, 3.775], [-2.028, 5.279, 2.522], [-2.401, 4.378, 3.999], [-5.261, 5.400, 4.223], [-4.895, 3.680, 4.446], [-6.137, 4.184, 3.294], [-1.719, 3.171, 2.106], [0.103, 3.113, 0.583], [3.119, 1.764, 3.284], [4.167, -0.061, 4.001], [3.600, -0.894, 5.455], [3.172, 0.799, 5.195], [3.175, -1.961, 2.661], [1.466, -2.404, 2.883], [2.640, -2.716, 4.177], [0.744, 0.180, 5.506], [1.244, -1.498, 5.808], [0.028, -1.140, 4.559], [3.671, 3.867, 3.517], [4.280, 4.948, 2.259], [4.472, 3.197, 2.084], [1.358, 4.918, 3.296], [0.625, 5.114, 1.700], [2.074, 6.042, 2.122], [3.343, 3.366, -0.193], [3.254, 5.123, 0.054], [1.802, 4.199, -0.370], [-5.960, 2.895, 1.625], [-5.231, -0.814, -1.087], [-5.836, 0.743, -1.682], [-6.967, -0.560, -1.288], [-5.511, -1.438, 1.325], [-7.265, -1.305, 1.142], [-6.438, -0.412, 2.437], [-7.304, 2.212, -0.105], [-7.662, 1.624, 1.532], [-8.268, 0.747, 0.127], [-5.209, -5.498, 4.833], [-4.683, -5.109, 3.475], [-4.219, -3.820, 3.230], [-3.757, -3.451, 1.976], [-3.757, -4.386, 0.951], [-4.204, -5.682, 1.175], [-4.665, -6.034, 2.434], [-3.223, -3.930, -0.681], [-2.847, -5.159, -1.335], [-4.250, -3.121, -1.274], [-1.949, -2.991, -0.450], [-0.698, -3.446, -0.085], [-0.309, -4.746, 0.253], [0.992, -4.932, 0.662], [1.855, -3.845, 0.760], [1.377, -2.595, 0.437], [0.141, -2.393, -0.014], [-4.918, -4.770, 5.590], [-4.833, -6.477, 5.134], [-6.300, -5.553, 4.823], [-4.217, -3.090, 4.032], [-3.401, -2.444, 1.795], [-4.176, -6.398, 0.363], [-5.010, -7.046, 2.615], [-1.015, -5.558, 0.174], [1.335, -5.924, 0.932], [2.872, -3.957, 1.113], [1.995, -1.714, 0.538], [7.176, -0.094, -0.928], [5.683, -0.291, -0.615], [5.225, 0.858, 0.299], [5.522, -1.575, 0.212], [4.642, -0.367, -2.235], [2.524, 0.039, -1.553], [4.659, -2.103, -3.055], [6.099, -2.628, -3.189], [3.840, -3.110, -2.235], [4.029, -2.068, -4.453], [5.029, 1.051, -3.475], [5.180, 2.384, -2.728], [3.891, 1.251, -4.489], [6.328, 0.770, -4.250], [7.741, -0.078, 0.011], [7.367, 0.852, -1.437], [7.583, -0.898, -1.547], [5.874, 0.877, 1.184], [4.197, 0.728, 0.645], [5.294, 1.833, -0.179], [6.031, -1.439, 1.173], [5.960, -2.450, -0.269], [4.471, -1.786, 0.426], [6.579, -2.777, -2.221], [6.734, -1.962, -3.779], [6.079, -3.600, -3.696], [4.242, -3.275, -1.238], [3.841, -4.077, -2.755], [2.803, -2.794, -2.132], [4.619, -1.485, -5.162], [3.012, -1.673, -4.436], [3.975, -3.094, -4.837], [4.278, 2.627, -2.162], [5.338, 3.185, -3.460], [6.031, 2.393, -2.045], [2.942, 1.465, -3.996], [3.743, 0.395, -5.144], [4.139, 2.112, -5.121], [7.193, 0.653, -3.594], [6.535, 1.608, -4.926], [6.249, -0.130, -4.864], [-3.087, 2.537, -1.729], [-1.891, 1.373, -2.611], [-2.551, 1.594, -4.383], [-0.221, 2.232, -2.528], [-1.863, -0.416, -2.098], [-1.189, -1.521, -3.468], [-2.637, -1.951, -4.590], [0.148, -0.685, -4.524], [-0.311, -3.154, -3.136], [-3.260, 3.386, -2.396], [-2.692, 2.926, -0.786], [-4.055, 2.077, -1.514], [-2.597, 2.666, -4.602], [-3.569, 1.196, -4.464], [-1.958, 1.121, -5.163], [-0.360, 3.316, -2.609], [0.438, 1.910, -3.340], [0.290, 2.019, -1.584], [-2.926, -0.704, -2.043], [-2.948, -1.089, -5.185], [-3.487, -2.270, -3.977], [-2.388, -2.771, -5.273], [-0.092, 0.314, -4.878], [0.343, -1.313, -5.401], [1.075, -0.608, -3.953], [-0.993, -3.956, -2.839], [0.467, -3.065, -2.377], [0.172, -3.448, -4.073]],
  "atomic_forces_ev_per_a": [[-0.317, 0.656, -0.177], [-0.017, -0.025, -0.019], [-0.055, 0.001, -0.005], [0.021, -0.007, -0.005], [0.013, -0.034, 0.016], [0.013, 0.020, -0.090], [-0.054, 0.018, 0.124], [0.170, -0.349, 0.220], [0.027, 0.417, -0.399], [0.010, -0.021, 0.158], [-0.165, -0.068, -0.231], [0.145, -0.019, 0.127], [-0.009, 0.061, -0.058], [-0.062, -0.064, -0.040], [0.034, 0.041, 0.102], [-0.035, 0.049, 0.075], [-0.031, 0.050, 0.049], [0.028, -0.012, 0.045], [-0.019, 0.015, 0.032], [-0.015, 0.004, -0.055], [-0.028, -0.044, 0.000], [0.003, 0.014, -0.003], [-0.028, -0.007, 0.029], [0.020, -0.016, -0.002], [0.077, -0.188, 0.164], [-0.011, 0.108, 0.047], [-0.132, 0.046, 0.055], [-0.062, 0.042, -0.100], [0.005, -0.029, 0.037], [0.036, 0.046, -0.060], [0.074, -0.058, -0.027], [0.036, 0.031, 0.023], [0.004, -0.034, -0.011], [0.031, 0.030, 0.028], [-0.024, 0.007, 0.022], [0.014, -0.011, -0.014], [-0.020, -0.016, 0.027], [-0.010, 0.033, -0.014], [-0.006, -0.013, -0.020], [-0.008, 0.030, -0.008], [0.039, 0.001, 0.021], [0.006, -0.020, -0.043], [0.015, -0.027, 0.038], [-0.011, -0.027, -0.011], [-0.035, 0.015, 0.028], [0.008, 0.019, -0.031], [0.020, -0.025, -0.018], [-0.049, 0.000, 0.051], [0.057, 0.038, 0.117], [0.025, 0.022, -0.021], [0.002, -0.033, -0.005], [-0.006, 0.027, -0.027], [0.029, 0.018, 0.015], [0.007, 0.000, -0.032], [0.008, -0.021, 0.007], [-0.003, 0.011, 0.020], [0.001, 0.018, -0.031], [0.032, 0.003, 0.024], [-0.019, -0.036, -0.010], [0.009, -0.003, -0.016], [-0.029, -0.037, 0.008], [0.036, 0.005, 0.026], [0.037, 0.008, 0.007], [-0.013, 0.018, 0.029], [-0.046, -0.023, 0.014], [0.029, 0.007, 0.007], [-0.068, 0.030, 0.002], [0.026, 0.023, 0.000], [-0.021, -0.009, -0.019], [-0.031, -0.022, 0.011], [0.015, -0.006, -0.019], [0.003, 0.001, 0.012], [0.014, 0.002, -0.057], [-0.019, -0.021, 0.042], [-0.006, 0.002, 0.022], [0.004, -0.074, -0.055], [-0.075, -0.029, 0.037], [0.036, 0.069, -0.005], [-0.005, -0.014, 0.011], [0.132, 0.126, 0.087], [-0.015, -0.074, -0.057], [-0.032, -0.012, 0.004], [0.246, -0.174, 0.066], [-0.388, -0.061, 0.014], [0.030, 0.030, -0.087], [0.073, 0.002, 0.037], [0.062, -0.142, -0.117], [0.022, 0.204, -0.220], [-0.033, -0.483, -0.114], [0.000, -0.011, -0.006], [-0.007, 0.022, 0.001], [0.017, 0.003, 0.006], [0.012, -0.013, -0.007], [-0.011, -0.013, 0.027], [-0.007, 0.012, 0.028], [0.008, 0.022, -0.012], [0.022, 0.001, 0.002], [-0.003, 0.006, -0.026], [-0.031, -0.004, -0.004], [-0.031, 0.017, 0.020], [-0.009, -0.049, 0.024], [-0.019, 0.061, -0.014], [0.030, 0.044, -0.015], [-0.008, 0.009, 0.031], [-0.094, 0.040, 0.065], [0.125, -0.015, -0.068], [0.020, 0.009, 0.042], [-0.030, -0.013, -0.011], [0.040, -0.083, -0.036], [-0.004, -0.060, -0.025], [0.052, -0.022, 0.038], [0.014, 0.033, -0.035], [-0.014, 0.063, -0.022], [-0.029, 0.003, -0.010], [-0.007, -0.023, -0.019], [0.006, -0.011, 0.039], [-0.002, 0.048, 0.024], [-0.022, 0.003, -0.020], [0.025, -0.019, 0.003], [-0.016, 0.008, 0.036], [-0.010, -0.009, -0.020], [-0.011, 0.005, 0.011], [0.029, 0.017, 0.010], [-0.016, -0.017, -0.023], [-0.012, -0.042, 0.014], [0.000, 0.037, 0.008], [-0.024, -0.006, 0.008], [0.005, 0.050, 0.024], [-0.044, -0.004, -0.009], [-0.026, -0.031, 0.006], [0.024, 0.009, -0.001], [0.003, 0.040, 0.008], [0.033, -0.001, -0.007], [-0.013, -0.029, 0.024], [-0.015, 0.009, -0.035], [0.016, 0.002, 0.000], [-0.006, 0.023, 0.015], [-0.007, -0.037, 0.013], [-0.022, 0.007, -0.032], [-0.010, -0.019, 0.033], [0.008, 0.061, -0.003], [-0.019, -0.026, 0.270], [-0.138, 0.212, -0.152], [0.017, -0.100, -0.035], [0.137, -0.061, -0.045], [0.268, -0.400, 0.458], [0.093, 0.161, -0.190], [-0.087, -0.044, -0.043], [-0.031, 0.088, -0.030], [-0.120, -0.148, 0.230], [0.021, -0.010, 0.002], [-0.091, 0.031, -0.193], [0.084, 0.068, -0.086], [0.003, -0.028, 0.008], [0.039, 0.049, 0.056], [0.010, -0.030, -0.049], [0.019, -0.059, 0.002], [-0.001, 0.038, 0.083], [-0.041, 0.055, -0.028], [0.034, -0.040, -0.116], [-0.026, -0.055, 0.035], [0.037, -0.007, -0.051], [0.006, 0.058, 0.022], [-0.017, 0.047, -0.052], [-0.012, 0.009, 0.066], [0.040, -0.017, 0.022], [0.065, 0.036, -0.009], [0.054, -0.006, -0.073], [-0.047, 0.013, -0.003]],
  "lowdin_charge": [0.846, -0.044, -0.556, -0.066, -0.053, -0.162, 0.042, -0.205, 0.042, -0.193, -0.012, -0.185, 0.003, -0.086, -0.325, -0.109, -0.534, -0.076, -0.054, -0.044, -0.553, -0.065, -0.053, -0.043, -0.262, -0.149, -0.097, 0.030, -0.523, -0.032, -0.027, -0.072, 0.082, 0.080, 0.088, 0.082, 0.075, 0.093, 0.079, 0.092, 0.072, 0.099, 0.115, 0.079, 0.080, 0.080, 0.081, 0.074, 0.062, 0.087, 0.086, 0.078, 0.077, 0.084, 0.081, 0.073, 0.088, 0.070, 0.079, 0.060, 0.084, 0.076, 0.091, 0.057, 0.082, 0.087, 0.063, 0.088, 0.090, 0.089, 0.079, 0.081, -0.057, -0.275, -0.026, -0.043, -0.260, -0.052, -0.046, 0.592, -0.308, -0.279, -0.186, -0.386, 0.007, -0.046, -0.085, -0.178, 0.042, 0.072, 0.075, 0.080, 0.116, 0.099, 0.110, 0.110, 0.103, 0.108, 0.103, 0.060, -0.091, -0.615, -0.128, -0.098, 0.481, 0.656, -0.614, -0.089, -0.109, -0.095, -0.623, -0.104, -0.109, -0.090, 0.086, 0.060, 0.068, 0.087, 0.043, 0.051, 0.089, 0.063, 0.059, 0.059, 0.066, 0.087, 0.053, 0.092, 0.037, 0.062, 0.062, 0.089, 0.060, 0.088, 0.062, 0.044, 0.060, 0.086, 0.065, 0.086, 0.060, -0.154, 0.428, -0.191, -0.183, -0.365, 0.433, -0.168, -0.197, -0.167, 0.033, 0.022, 0.021, 0.024, 0.033, 0.003, 0.035, 0.003, -0.019, 0.000, 0.013, 0.028, 0.029, -0.001, 0.036, -0.033, 0.023, 0.007, 0.035],
  "spin_multiplicity": 5,
  "lumo_ev": [2.18, 1.19],
  "orbital_gap_ev": [6.396, 5.562],
  "charge": -1
}

(2)
{
  "formula": "C5H10",
  "method": "ωB97M-V with the def2-TZVPD basis set",
  "symbols": ["C", "C", "C", "C", "C", "H", "H", "H", "H", "H", "H", "H", "H", "H", "H"],
  "coordinates": [[-1.811, 0.640, 0.519], [-0.536, -0.172, 0.500], [0.668, 0.360, -0.119], [1.975, -0.182, 0.409], [-0.282, -0.694, -0.980], [-2.588, 0.045, 0.018], [-1.749, 1.588, -0.063], [-2.128, 0.920, 1.529], [0.713, 1.330, -0.626], [1.968, -1.271, 0.464], [2.867, 0.157, -0.142], [2.112, 0.152, 1.449], [-0.583, -0.112, -1.860], [-1.500, -1.533, -1.095], [0.366, -1.530, -1.246]],
  "atomic_forces_ev_per_a": [[0.332, 0.159, -0.474], [0.043, -0.225, -0.451], [-0.148, -0.191, 0.618], [0.374, 0.456, 0.208], [-0.353, -0.483, -0.073], [-0.122, 0.058, 0.377], [0.058, 0.052, -0.043], [-0.040, -0.121, -0.049], [-0.015, 0.260, 0.108], [-0.088, -0.046, -0.160], [-0.152, -0.129, -0.146], [-0.014, 0.010, -0.069], [0.086, 0.104, 0.013], [0.170, 0.057, -0.024], [-0.131, 0.039, 0.165]],
  "nbo_charge": [-0.654, -0.365, -0.258, -0.611, -0.640, 0.200, 0.132, 0.184, 0.148, 0.202, 0.166, 0.189, 0.173, -0.073, 0.207],
  "spin_multiplicity": 2,
  "lumo_ev": [4.58, 4.54],
  "orbital_gap_ev": [5.200, 6.252],
  "charge": -1
}

(3)
{
  "formula": "C5H10",
  "method": "ωB97M-V with the def2-TZVPD basis set",
  "symbols": ["C", "C", "C", "C", "C", "H", "H", "H", "H", "H", "H", "H", "H", "H", "H"],
  "coordinates": [[-0.992, 2.236, 0.375], [-0.953, 0.889, 0.815], [0.351, 0.104, 0.626], [0.190, -1.326, -0.028], [1.118, -1.626, -1.409], [-0.175, 2.567, -0.312], [-1.752, 2.831, 0.837], [-1.798, 0.399, 0.534], [0.952, -0.079, 1.546], [1.177, 0.635, 0.061], [0.330, -2.139, 0.791], [-0.848, -1.182, -0.331], [0.758, -2.532, -2.040], [2.190, -1.472, -1.263], [0.881, -0.693, -2.097]],
  "atomic_forces_ev_per_a": [[1.407, -3.431, 1.114], [4.369, 3.871, -2.818], [2.220, -0.790, -0.422], [0.988, -0.309, -0.488], [-2.850, 2.301, -0.316], [-0.419, 0.474, 1.500], [-0.769, 0.618, -1.012], [-3.237, -1.830, 1.302], [-1.015, 0.430, 0.097], [-1.273, 0.149, 0.135], [-0.451, 1.225, -1.701], [-0.048, -1.421, -0.360], [0.997, 1.335, 1.515], [-0.121, -0.861, 0.267], [0.201, -1.760, 1.187]],
  "nbo_charge": [-0.363, -0.204, -0.472, -0.390, -0.629, 0.199, 0.202, 0.200, 0.221, 0.205, 0.204, 0.194, 0.224, 0.212, 0.197],
  "smiles": "C=CCCC",
  "lumo_ev": 0.79,
  "orbital_gap_ev": 9.604,
  "charge": 0
}

(4)
{
  "formula": "C5H10",
  "method": "ωB97M-V with the def2-TZVPD basis set",
  "symbols": ["C", "C", "C", "C", "C", "H", "H", "H", "H", "H", "H", "H", "H", "H", "H"],
  "coordinates": [[-1.132, -0.994, -0.155], [-0.002, -0.461, 0.293], [0.672, -1.019, 1.514], [0.214, 1.018, -0.034], [0.153, 1.305, -1.567], [-1.493, -1.971, 0.163], [-1.862, -0.537, -0.814], [0.057, -1.284, 2.370], [1.271, -1.887, 1.212], [1.430, -0.322, 1.880], [1.231, 1.340, 0.216], [-0.533, 1.676, 0.413], [0.901, 0.702, -2.061], [-0.845, 1.014, -1.911], [0.068, 2.376, -1.737]],
  "atomic_forces_ev_per_a": [[-0.546, -1.152, -0.181], [-2.048, 1.691, 1.110], [1.738, -0.312, -0.477], [1.120, 0.069, -1.772], [-1.836, -0.375, 1.181], [0.350, -0.008, 0.198], [0.509, 0.337, -0.249], [-0.388, -0.032, -0.292], [-0.200, -0.191, 0.263], [-0.129, 0.129, 0.016], [-0.278, -0.032, 0.651], [0.176, -0.224, 0.512], [0.249, 0.467, -0.511], [0.185, -0.503, -0.217], [1.098, 0.136, -0.232]],
  "nbo_charge": [-0.386, 0.003, -0.650, -0.428, -0.601, 0.187, 0.191, 0.223, 0.222, 0.212, 0.197, 0.212, 0.211, 0.195, 0.210],
  "smiles": "C=C(C)CC",
  "lumo_ev": 1.06,
  "orbital_gap_ev": 10.301,
  "charge": 0
}

Energy above the lowest of the compared OMol25 structures with the same formula, charge and spin values, unit kJ/mol, following the record order: 4.94, 326.81, 349.23, 126.93.
Energy values, unit hartree, following the record order: -7657.06519, -196.30043, -196.37539, -196.46006.
Molecular weight values, unit g/mol, following the record order: 1160.7, 70.1, 70.1, 70.1.